(1)
{
  "formula": "C5H9BrN2",
  "method": "the ωB97M-V functional and the def2-TZVPD basis",
  "homo_lumo_gap_ev": [5.5, 6.6],
  "largest_force_ev_per_a": 4.80,
  "multiplicity": 3,
  "homo_energy_ev": [-4.80, -8.31],
  "elements": ["C", "C", "C", "C", "C", "N", "N", "Br", "H", "H", "H", "H", "H", "H", "H", "H", "H"],
  "coordinates": [[-2.93657, -1.21358, -0.33890], [0.48420, 0.25306, -0.99476], [-1.68403, -1.58362, -0.47367], [1.58007, 1.31462, -1.20333], [0.71154, 0.32137, 1.51170], [-0.61646, -1.18659, 0.44020], [0.23618, -0.17562, 0.21289], [-3.38038, -0.05879, 1.08374], [-1.27677, -2.14347, -1.26747], [-0.23497, -0.26148, -1.77362], [1.44096, 1.90069, -2.12471], [2.47779, 0.80495, -1.49878], [1.64604, 1.97704, -0.34244], [1.15632, -0.48687, 2.11007], [1.54131, 0.91357, 1.28410], [-0.15244, 0.65548, 1.99089], [-0.99280, -1.03077, 1.38409]],
  "forces_ev_per_a": [[0.25, 0.70, 1.37], [-0.30, 0.84, -4.72], [1.80, 1.06, 0.35], [-1.60, -1.04, -1.28], [0.75, -2.43, -2.06], [-2.93, -3.02, 1.29], [1.01, 0.49, 3.52], [-0.78, -0.20, -0.41], [-0.16, -0.82, -0.99], [1.91, 1.72, 1.28], [-0.65, 0.12, 0.47], [1.12, -0.18, 0.73], [0.39, 0.03, -0.22], [-0.32, -0.26, -0.19], [0.68, 1.78, 0.28], [-1.00, 1.53, 1.28], [-0.17, -0.31, -0.73]]
}

(2)
{
  "formula": "C4H5ClO",
  "method": "the ωB97M-V functional and the def2-TZVPD basis",
  "homo_lumo_gap_ev": [7.7, 7.4],
  "largest_force_ev_per_a": 6.27,
  "multiplicity": 3,
  "homo_energy_ev": [-7.12, -10.28],
  "elements": ["C", "C", "C", "C", "O", "Cl", "H", "H", "H", "H", "H"],
  "coordinates": [[2.34649, 0.05867, 0.53586], [1.92532, -0.72192, -0.39337], [-1.08327, 0.94058, 0.04478], [-1.23853, -0.52775, -0.38259], [-1.80685, -0.87461, -1.37867], [-1.17408, -1.85253, 0.73233], [2.72055, 0.98241, 0.98189], [-1.96275, 1.17551, 0.60441], [-1.13050, 1.56921, -0.79881], [-0.07974, 0.82412, 0.45486], [1.48337, -1.57370, -0.40068]],
  "forces_ev_per_a": [[0.77, 1.69, 3.28], [2.16, 4.38, -2.61], [1.32, -2.89, -0.06], [-3.51, 0.36, -1.77], [0.91, 0.89, -0.83], [1.06, -0.27, 1.77], [-0.03, -0.50, -0.86], [-0.02, 0.06, 1.27], [0.35, 0.46, -1.26], [-0.32, 1.48, 0.93], [-2.69, -5.66, 0.14]]
}

(3)
{
  "formula": "C4H10N2O2",
  "method": "the ωB97M-V functional and the def2-TZVPD basis",
  "homo_lumo_gap_ev": 9.1,
  "largest_force_ev_per_a": 5.44,
  "multiplicity": 1,
  "homo_energy_ev": -8.41,
  "smiles": "Cc1c[nH]cn1.O.O",
  "elements": ["C", "C", "C", "N", "C", "N", "H", "H", "H", "H", "H", "H", "O", "H", "H", "O", "H", "H"],
  "coordinates": [[3.37317, 0.13439, -1.67005], [2.07613, -0.59310, -1.63247], [1.94465, -2.01965, -1.61560], [0.73380, -2.23315, -0.94137], [0.22552, -1.03500, -0.59156], [0.96390, -0.00853, -1.13939], [3.34567, 1.08294, -2.11704], [3.75810, 0.42730, -0.62964], [4.23740, -0.34543, -2.09512], [2.56064, -2.88500, -1.85525], [0.46879, -3.24715, -0.66540], [-0.75787, -0.92763, -0.23488], [-3.14647, 2.98609, 0.59546], [-2.88959, 2.64592, -0.26903], [-3.24104, 2.17682, 0.94955], [-3.99529, 1.37987, 4.87034], [-4.71538, 1.74770, 5.38704], [-3.23340, 1.16884, 5.42674]],
  "forces_ev_per_a": [[1.09, 0.51, 1.59], [0.78, -2.90, 0.31], [-0.79, 1.74, 0.97], [1.09, -2.48, -0.06], [1.23, 1.57, -2.60], [-1.22, -1.90, 2.16], [-0.51, 1.35, -1.00], [-0.95, -0.76, -0.97], [-0.04, -0.79, -0.45], [-0.01, 0.61, -0.04], [0.17, 2.88, -0.53], [-0.85, 0.15, 0.62], [0.67, 3.38, -2.58], [0.21, 0.95, -0.60], [-0.87, -4.31, 3.20], [0.27, -0.23, -0.51], [0.30, -0.05, 0.36], [-0.57, 0.27, 0.13]]
}

(4)
{
  "formula": "C3H7NO3",
  "method": "the ωB97M-V functional and the def2-TZVPD basis",
  "homo_lumo_gap_ev": 8.9,
  "largest_force_ev_per_a": 3.49,
  "multiplicity": 1,
  "homo_energy_ev": -8.99,
  "smiles": "C[C@H](N=O)C(O)O",
  "elements": ["C", "C", "N", "O", "C", "O", "O", "H", "H", "H", "H", "H", "H", "H"],
  "coordinates": [[1.33928, -0.37440, 1.03132], [0.21795, -0.58627, 0.03906], [0.78554, -0.55722, -1.51148], [1.24258, 0.49005, -1.89939], [-0.86201, 0.44364, 0.08659], [-1.92746, 0.07762, 0.88867], [-1.46693, 0.60512, -1.37759], [1.59556, 0.68415, 1.14353], [1.07128, -0.77268, 2.01403], [2.26065, -0.84988, 0.66899], [-0.17495, -1.60500, 0.09327], [-0.55820, 1.46053, 0.33705], [-2.58773, -0.31460, 0.29257], [-0.93556, 1.29895, -1.80662]],
  "forces_ev_per_a": [[0.51, 0.21, -0.17], [1.04, 0.18, -1.93], [0.66, 0.88, 0.59], [-0.69, -1.48, 1.23], [-1.95, 0.85, -2.77], [-0.22, -0.07, -0.23], [0.99, -0.10, 2.55], [-0.21, -0.08, -0.03], [0.08, 0.02, -0.17], [-0.25, -0.18, 0.24], [-0.14, 0.28, -0.05], [0.36, -0.23, 0.25], [0.16, 0.08, 0.26], [-0.35, -0.36, 0.22]]
}